No. 1
Here is a cluster of 11 separate species, C64H55F9N2 in total from the Open Molecules 2025 dataset. Energies are from ωB97M-V with the def2-TZVPD basis set.

The geometry in XYZ format:
```
130
Properties=species:S:1:pos:R:3:mulliken_charge:R:1
N 0.161 -3.097 5.332 -0.48
C -0.372 -4.280 5.689 -0.38
C -0.694 -5.225 4.727 -0.25
C -0.597 -4.885 3.351 -0.59
C -0.234 -3.625 2.981 -0.20
C 0.200 -2.727 4.012 -0.58
H -0.432 -4.476 6.749 0.40
H -0.967 -6.205 5.088 0.39
H -1.046 -5.556 2.634 0.41
H -0.303 -3.351 1.938 0.47
H 0.598 -1.742 3.822 0.79
N 0.026 -0.056 1.488 0.33
C 1.228 0.115 0.872 -1.15
C 1.467 -0.059 -0.505 0.00
C 0.347 -0.396 -1.246 -0.70
C -0.914 -0.628 -0.654 -0.82
C -1.024 -0.413 0.712 -0.50
H 1.987 0.479 1.549 0.34
H 2.415 0.161 -0.972 0.71
H 0.420 -0.583 -2.308 0.60
H -1.738 -0.964 -1.266 0.67
H -1.933 -0.642 1.247 0.43
F 7.768 0.227 -2.420 -0.34
C 6.688 -0.510 -1.974 0.51
C 5.667 -0.838 -2.843 -0.50
C 4.548 -1.541 -2.309 -0.04
C 4.476 -1.863 -0.953 -0.68
C 5.578 -1.608 -0.109 -0.49
C 6.675 -0.943 -0.662 -0.65
H 5.519 -0.506 -3.860 0.35
H 3.732 -1.833 -2.954 0.27
H 3.572 -2.315 -0.572 0.52
H 5.528 -1.907 0.928 0.63
H 7.502 -0.598 -0.059 0.43
F -4.477 4.327 4.114 -0.37
C -3.202 4.510 3.646 0.21
C -2.669 5.785 3.355 -0.65
C -1.358 5.843 2.882 -0.50
C -0.649 4.669 2.627 -0.85
C -1.231 3.432 2.859 -0.51
C -2.488 3.342 3.404 0.12
H -3.244 6.679 3.543 0.50
H -0.904 6.808 2.709 0.39
H 0.308 4.681 2.128 0.59
H -0.627 2.558 2.664 0.62
H -3.004 2.406 3.561 0.46
F 3.691 1.401 -3.497 0.12
C 3.804 2.495 -2.691 0.09
C 3.778 3.781 -3.241 -0.75
C 3.814 4.904 -2.402 -0.43
C 4.030 4.771 -1.023 -0.70
C 4.047 3.494 -0.467 -0.24
C 3.994 2.364 -1.324 0.29
H 3.650 3.888 -4.308 0.41
H 3.681 5.857 -2.893 0.39
H 4.105 5.632 -0.375 0.43
H 4.265 3.395 0.586 0.28
H 4.066 1.381 -0.881 0.21
F -6.396 0.551 5.970 -0.34
C -5.212 0.181 5.382 0.41
C -4.101 0.041 6.202 -0.61
C -2.866 -0.304 5.594 -0.58
C -2.837 -0.338 4.233 -0.21
C -3.951 -0.251 3.464 -0.18
C -5.189 0.039 3.992 -0.57
H -4.153 0.254 7.259 0.43
H -1.951 -0.353 6.166 0.47
H -1.858 -0.382 3.779 0.47
H -3.852 -0.355 2.393 0.17
H -6.119 0.215 3.471 0.51
F 0.973 -0.325 -5.100 -0.15
C 1.861 -1.172 -5.578 0.23
C 3.118 -0.658 -5.911 -0.09
C 4.096 -1.509 -6.402 -0.63
C 3.862 -2.896 -6.447 -0.08
C 2.614 -3.416 -6.100 -0.72
C 1.707 -2.572 -5.635 -0.09
H 3.233 0.415 -5.916 0.44
H 5.114 -1.217 -6.616 0.45
H 4.594 -3.590 -6.834 0.45
H 2.487 -4.488 -6.150 0.45
H 0.809 -2.995 -5.211 0.68
F -6.060 -0.623 -2.868 -0.32
C -4.829 -0.626 -3.389 0.23
C -4.437 -1.653 -4.251 -0.53
C -3.175 -1.670 -4.790 -0.40
C -2.336 -0.591 -4.551 -0.24
C -2.644 0.382 -3.667 -0.42
C -3.904 0.440 -3.131 -0.56
H -5.152 -2.435 -4.462 0.45
H -2.853 -2.520 -5.373 0.48
H -1.316 -0.652 -4.903 0.27
H -1.902 1.088 -3.323 0.52
H -4.098 1.248 -2.442 0.49
F -4.366 0.681 0.216 -0.38
C -4.327 2.038 0.258 0.55
C -3.439 2.756 -0.503 0.26
C -3.337 4.161 -0.503 -0.89
C -4.354 4.855 0.175 -0.63
C -5.248 4.159 0.969 -0.56
C -5.218 2.742 1.053 -0.43
H -2.631 2.243 -1.003 0.46
H -2.617 4.781 -1.017 0.45
H -4.366 5.934 0.226 0.41
H -5.994 4.746 1.484 0.42
H -5.952 2.167 1.599 0.39
F 2.963 -0.282 3.722 -0.23
C 3.666 0.863 3.592 0.34
C 3.079 2.042 4.076 -0.32
C 3.707 3.230 3.833 -0.38
C 4.960 3.321 3.187 -0.84
C 5.590 2.119 2.797 -0.36
C 4.917 0.889 2.967 -0.24
H 2.167 2.064 4.655 0.52
H 3.316 4.163 4.210 0.41
H 5.521 4.215 2.958 0.49
H 6.590 2.000 2.407 0.37
H 5.264 0.036 2.403 0.28
F -1.484 -5.111 -4.433 -0.27
C -2.100 -5.428 -3.281 -0.19
C -2.502 -4.446 -2.349 0.49
C -3.111 -4.743 -1.162 -0.91
C -3.304 -6.108 -0.925 -0.26
C -2.872 -7.112 -1.775 -0.77
C -2.290 -6.753 -2.939 -0.15
H -2.337 -3.413 -2.619 0.42
H -3.400 -3.991 -0.442 0.54
H -3.763 -6.410 0.005 0.37
H -3.086 -8.130 -1.482 0.40
H -2.149 -7.557 -3.647 0.37
```

The calculation puts the LUMO energy (spin up / spin down) at -4.45 / -8.64 eV. As for the charge: +1. For the energy, the calculation gives -3479.6453 Eh. For the molecular weight, the calculation gives 1023.140 Da. The spin multiplicity is 2. The value obtained for the gap between HOMO and LUMO (spin up / spin down) is 5.9 / 1.7 eV. For the HOMO energy (spin up / spin down), the calculation gives -10.34 / -10.34 eV.

---

No. 2
Here is a structure of composition C64H65BN7O5P2S3Y from the Open Molecules 2025 dataset. Energies are from ωB97M-V with the def2-TZVPD basis set.

The geometry in XYZ format:
```
148
Properties=species:S:1:pos:R:3:mulliken_charge:R:1
Y -0.429 -0.644 0.253 -0.27
C 2.408 -1.176 -4.300 -2.17
C 1.460 -0.480 -5.250 1.52
C 1.987 0.936 -5.486 -1.69
C 1.388 -1.267 -6.560 -1.91
N 0.065 -0.366 -4.716 0.85
C -0.861 0.316 -5.498 -0.81
C -2.061 0.144 -4.935 -1.32
N -1.896 -0.639 -3.813 0.67
B -3.179 -1.190 -3.133 0.55
N -3.021 -2.691 -2.773 0.24
C -3.059 -3.608 -3.804 -1.40
C -2.738 -4.808 -3.300 -0.45
N -2.485 -4.633 -1.946 0.72
C -2.691 -3.326 -1.630 -0.37
S -2.634 -2.606 -0.079 -0.16
C -2.066 -5.819 -1.119 1.71
C -3.306 -6.676 -0.883 -1.76
C -1.426 -5.450 0.213 -2.19
C -1.015 -6.584 -1.929 -1.80
N -3.724 -0.294 -1.986 0.57
C -5.063 -0.424 -1.677 -1.48
C -5.436 0.667 -0.997 -0.66
N -4.317 1.473 -0.854 0.95
C -3.266 0.866 -1.460 -0.68
S -1.609 1.371 -1.554 0.07
C -4.484 2.864 -0.310 1.57
C -3.170 3.475 0.142 -1.67
C -5.424 2.811 0.893 -1.65
C -5.089 3.701 -1.436 -2.08
C -0.595 -0.957 -3.670 -0.61
S 0.049 -1.869 -2.340 0.07
H 3.392 -1.165 -4.771 0.73
H 2.121 -2.206 -4.096 0.50
H 2.470 -0.645 -3.357 0.30
H 3.015 0.877 -5.846 0.50
H 1.984 1.502 -4.554 0.29
H 1.407 1.484 -6.229 0.40
H 2.396 -1.401 -6.954 0.45
H 0.792 -0.757 -7.317 0.40
H 0.952 -2.252 -6.384 0.35
H -0.581 0.864 -6.376 0.64
H -3.026 0.523 -5.218 0.64
H -4.013 -1.149 -4.011 -0.24
H -3.312 -3.316 -4.808 0.66
H -2.663 -5.762 -3.784 0.57
H -4.029 -6.134 -0.272 0.33
H -3.024 -7.591 -0.360 0.42
H -3.785 -6.953 -1.824 0.40
H -2.126 -4.985 0.899 0.37
H -0.580 -4.777 0.077 0.30
H -1.057 -6.378 0.653 0.63
H -1.429 -7.070 -2.813 0.47
H -0.587 -7.362 -1.298 0.49
H -0.213 -5.912 -2.238 0.29
H -5.629 -1.289 -1.974 0.70
H -6.382 0.922 -0.560 0.56
H -2.674 2.829 0.867 0.04
H -3.401 4.432 0.617 0.65
H -2.492 3.650 -0.687 0.30
H -5.443 3.802 1.348 0.46
H -5.079 2.077 1.623 0.14
H -6.450 2.568 0.610 0.52
H -4.402 3.757 -2.283 0.30
H -5.277 4.714 -1.074 0.46
H -6.035 3.282 -1.782 0.41
O -4.036 0.187 2.570 -0.92
C -2.927 -0.162 2.203 -0.49
O -2.156 0.423 1.346 3.09
C -2.356 -1.446 2.765 -0.24
C -3.049 -2.265 3.638 -0.92
C -2.469 -3.472 4.001 -1.01
C -1.242 -3.837 3.459 -0.50
C -0.636 -2.964 2.580 -0.47
N -1.172 -1.786 2.274 1.61
C 0.610 -3.308 1.797 0.32
O 1.270 -4.285 2.112 -0.79
O 0.839 -2.490 0.826 0.26
H -4.021 -1.947 3.986 0.61
H -2.983 -4.140 4.681 0.46
H -0.761 -4.781 3.672 0.60
O 3.975 1.616 2.675 -0.38
C 3.932 0.239 2.865 0.82
C 4.371 -0.304 4.068 -0.89
C 4.364 -1.675 4.257 -0.94
C 3.930 -2.510 3.240 -0.92
C 3.499 -1.956 2.050 -1.82
C 3.474 -0.570 1.837 1.70
P 2.774 -0.216 0.172 0.97
C 4.116 -0.976 -0.824 0.49
C 5.420 -0.483 -0.781 -0.62
C 6.415 -1.080 -1.535 -0.70
C 6.123 -2.192 -2.323 -0.76
C 4.838 -2.705 -2.342 -0.63
C 3.836 -2.097 -1.590 0.18
C 2.851 1.516 -0.434 0.89
C 3.704 2.562 -0.089 -0.16
C 3.621 3.780 -0.748 -1.16
C 2.698 3.975 -1.768 -1.24
C 1.848 2.942 -2.128 -0.42
C 1.925 1.725 -1.464 0.71
C 3.551 2.354 3.770 -1.28
C 4.498 2.863 4.643 0.01
C 4.072 3.579 5.751 -0.65
C 2.715 3.775 5.971 -0.93
C 1.783 3.287 5.065 -0.63
C 2.189 2.580 3.935 0.39
P 1.078 2.128 2.528 2.31
C -0.478 2.020 3.515 0.77
C -1.506 2.955 3.484 -0.43
C -2.602 2.821 4.328 -0.61
C -2.673 1.762 5.221 -0.81
C -1.652 0.822 5.254 -0.70
C -0.569 0.944 4.396 -0.64
C 0.930 3.768 1.721 0.02
C 1.599 4.912 2.157 -0.65
C 1.469 6.109 1.467 -0.77
C 0.672 6.182 0.333 -1.00
C 0.009 5.048 -0.111 -0.44
C 0.146 3.848 0.574 0.98
H 4.714 0.350 4.856 0.50
H 4.700 -2.084 5.202 0.42
H 3.893 -3.583 3.368 0.48
H 3.142 -2.618 1.272 0.59
H 5.661 0.371 -0.157 0.33
H 7.424 -0.689 -1.501 0.43
H 6.904 -2.661 -2.907 0.38
H 4.608 -3.583 -2.933 0.48
H 2.837 -2.516 -1.570 0.42
H 4.422 2.438 0.709 0.50
H 4.278 4.589 -0.453 0.41
H 2.632 4.935 -2.265 0.36
H 1.106 3.080 -2.906 0.72
H 1.257 0.922 -1.772 -1.16
H 5.548 2.682 4.455 0.59
H 4.800 3.975 6.448 0.41
H 2.380 4.327 6.840 0.44
H 0.730 3.479 5.227 0.48
H -1.455 3.792 2.798 0.30
H -3.406 3.546 4.284 0.39
H -3.531 1.657 5.872 0.35
H -1.705 -0.017 5.937 0.45
H 0.223 0.201 4.423 0.51
H 2.235 4.880 3.032 0.32
H 1.999 6.987 1.817 0.40
H 0.572 7.118 -0.204 0.35
H -0.604 5.082 -1.003 0.48
H -0.376 2.973 0.198 -0.80
```

The calculation puts the LUMO energy at 0.48 eV. As for the charge: 0. For the energy, the calculation gives -5178.1905 Eh. For the molecular weight, the calculation gives 1270.135 Da. The spin multiplicity is 1. The value obtained for the gap between HOMO and LUMO is 8.0 eV. For the HOMO energy, the calculation gives -7.51 eV.

---

Number 1: F_max 0.075 hartree/bohr. Number 2: F_max 0.022 hartree/bohr.